(1)
{"formula": "C10H16Cl12O6", "method": "the ωB97M-V functional and the def2-TZVPD basis", "e_above_lowest_kcal_mol": 5.8, "spin_multiplicity": 1, "smiles": "COC(=O)OC.COC(=O)OC.ClC(Cl)Cl.ClC(Cl)Cl.ClC(Cl)Cl.ClC(Cl)Cl", "orbital_gap_ev": 11.2, "e_lumo_ha": 0.0102, "charge": 0, "symbols": ["C", "O", "C", "O", "O", "C", "H", "H", "H", "H", "H", "H", "C", "O", "C", "O", "O", "C", "H", "H", "H", "H", "H", "H", "C", "Cl", "Cl", "Cl", "H", "C", "Cl", "Cl", "Cl", "H", "C", "Cl", "Cl", "Cl", "H", "C", "Cl", "Cl", "Cl", "H"], "xyz": [[2.298, 2.708, 3.550], [3.489, 1.974, 3.252], [4.566, 2.394, 3.919], [4.551, 3.245, 4.775], [5.592, 1.656, 3.546], [6.792, 1.823, 4.303], [1.487, 2.251, 2.994], [2.433, 3.770, 3.351], [2.141, 2.632, 4.628], [7.171, 2.844, 4.351], [7.585, 1.282, 3.793], [6.611, 1.477, 5.319], [-0.817, -5.742, -4.017], [-1.328, -4.519, -4.526], [-0.743, -3.379, -4.233], [0.326, -3.291, -3.702], [-1.511, -2.332, -4.615], [-1.001, -1.036, -4.459], [0.259, -5.824, -4.181], [-1.353, -6.580, -4.444], [-0.875, -5.710, -2.927], [-0.419, -0.906, -3.545], [-1.867, -0.402, -4.256], [-0.536, -0.672, -5.375], [-4.819, -1.600, -2.539], [-3.908, -0.129, -2.129], [-6.555, -1.416, -2.201], [-4.203, -2.953, -1.558], [-4.634, -1.752, -3.596], [-0.441, 5.236, 0.172], [-0.843, 5.805, 1.799], [1.042, 5.838, -0.491], [-1.850, 5.480, -0.874], [-0.380, 4.168, 0.356], [-2.635, -1.827, 2.976], [-3.462, -0.957, 1.626], [-1.267, -2.747, 2.488], [-3.761, -2.852, 3.834], [-2.280, -1.079, 3.677], [-1.065, 0.568, -0.188], [-0.742, 1.096, 1.502], [-0.444, -0.998, -0.681], [-0.473, 1.839, -1.304], [-2.130, 0.618, -0.368]], "lowdin_charge": [-0.035, 0.003, -0.630, 0.119, 0.015, -0.037, 0.052, 0.099, 0.097, 0.095, 0.093, 0.100, -0.032, 0.004, -0.611, 0.128, -0.014, -0.072, 0.095, 0.095, 0.099, 0.056, 0.062, 0.103, -1.483, 0.547, 0.527, 0.511, 0.018, -1.605, 0.517, 0.570, 0.511, -0.058, -1.569, 0.502, 0.563, 0.546, 0.008, -1.526, 0.524, 0.572, 0.526, -0.086]}

***

(2)
{"formula": "C10H16Cl18", "method": "the ωB97M-V functional and the def2-TZVPD basis", "e_above_lowest_kcal_mol": 9.9, "spin_multiplicity": 1, "smiles": "ClC(Cl)Cl.ClC(Cl)Cl.ClC(Cl)Cl.ClC(Cl)Cl.ClCCCl.ClCCCl.ClCCCl", "orbital_gap_ev": 10.6, "e_lumo_ha": 0.0054, "charge": 0, "symbols": ["Cl", "C", "C", "Cl", "H", "H", "H", "H", "Cl", "C", "C", "Cl", "H", "H", "H", "H", "Cl", "C", "C", "Cl", "H", "H", "H", "H", "C", "Cl", "Cl", "Cl", "H", "C", "Cl", "Cl", "Cl", "H", "C", "Cl", "Cl", "Cl", "H", "C", "Cl", "Cl", "Cl", "H"], "xyz": [[-0.363, -0.345, 3.760], [0.696, -1.368, 4.789], [2.076, -1.503, 4.169], [2.028, -2.622, 2.832], [0.148, -2.303, 4.873], [0.688, -0.933, 5.787], [2.765, -1.847, 4.940], [2.430, -0.565, 3.751], [0.793, 0.730, -6.139], [1.327, 2.078, -5.098], [1.976, 1.597, -3.838], [3.487, 0.595, -3.924], [0.465, 2.682, -4.803], [1.860, 2.755, -5.764], [1.208, 1.079, -3.270], [2.334, 2.444, -3.256], [3.860, -5.036, -1.529], [2.754, -3.663, -1.253], [3.049, -2.465, -2.132], [2.640, -2.906, -3.815], [2.881, -3.385, -0.205], [1.744, -4.046, -1.358], [4.085, -2.143, -2.175], [2.426, -1.609, -1.888], [-5.225, -1.546, 1.663], [-3.708, -0.921, 2.379], [-6.249, -0.137, 1.305], [-6.034, -2.637, 2.759], [-4.991, -2.019, 0.718], [-4.770, 3.678, -0.138], [-4.860, 3.913, 1.640], [-3.845, 4.956, -0.888], [-6.402, 3.607, -0.767], [-4.314, 2.708, -0.292], [-1.436, 0.317, -0.134], [-2.909, -0.504, -0.753], [-1.601, 2.051, -0.285], [-0.035, -0.267, -1.068], [-1.288, -0.004, 0.890], [1.948, 1.886, 1.670], [2.834, 0.441, 1.181], [2.331, 3.303, 0.673], [2.312, 2.275, 3.356], [0.885, 1.682, 1.637]], "lowdin_charge": [0.532, -0.616, -0.693, 0.575, 0.063, 0.075, 0.082, -0.010, 0.540, -0.652, -0.640, 0.528, 0.078, 0.069, 0.026, 0.062, 0.536, -0.672, -0.664, 0.523, 0.046, 0.066, 0.063, 0.016, -1.538, 0.475, 0.504, 0.557, -0.005, -1.582, 0.490, 0.537, 0.534, -0.042, -1.493, 0.518, 0.578, 0.544, -0.034, -1.540, 0.532, 0.526, 0.533, -0.028]}

***

(3)
{"formula": "C10H16ClN4O2PS", "method": "the ωB97M-V functional and the def2-TZVPD basis", "spin_multiplicity": 1, "smiles": "Nc1c([PH2]=O)cc2nsnc2c1Cl.COC[C@@H](C)N", "orbital_gap_ev": 7.0, "e_lumo_ha": -0.0623, "charge": 0, "symbols": ["N", "C", "C", "P", "O", "C", "C", "N", "S", "N", "C", "C", "Cl", "H", "H", "H", "H", "H", "C", "C", "C", "O", "C", "N", "H", "H", "H", "H", "H", "H", "H", "H", "H", "H", "H"], "xyz": [[-2.343, -3.184, 0.922], [-2.723, -1.860, 0.396], [-3.989, -1.804, -0.555], [-4.888, -3.443, -0.919], [-5.384, -3.971, 0.466], [-4.523, -0.477, -1.160], [-3.737, 0.836, -0.758], [-4.124, 2.159, -1.198], [-2.976, 3.167, -0.438], [-1.919, 2.139, 0.435], [-2.478, 0.827, 0.188], [-1.973, -0.540, 0.759], [-0.523, -0.592, 1.887], [-2.336, -3.897, 0.168], [-1.372, -3.112, 1.263], [-5.960, -3.249, -1.847], [-3.983, -4.424, -1.469], [-5.439, -0.470, -1.839], [4.029, 0.553, 1.586], [2.753, 0.739, 0.768], [2.991, 0.829, -0.755], [3.548, 2.060, -1.203], [4.937, 2.200, -0.965], [2.037, 1.920, 1.268], [4.589, 1.481, 1.718], [3.784, 0.195, 2.590], [4.691, -0.184, 1.122], [2.126, -0.140, 0.947], [2.018, 0.750, -1.250], [3.586, -0.018, -1.119], [5.474, 1.255, -1.087], [5.109, 2.613, 0.032], [5.332, 2.919, -1.685], [1.132, 1.976, 0.801], [2.534, 2.745, 0.929]], "lowdin_charge": [0.056, -0.226, -0.235, 0.725, -0.502, 0.014, -0.283, -0.260, 0.923, -0.255, -0.298, -0.445, 0.598, 0.075, 0.058, 0.011, 0.008, 0.102, -0.074, -0.443, -0.201, -0.191, -0.111, 0.041, 0.063, 0.076, 0.077, 0.089, 0.120, 0.118, 0.091, 0.073, 0.087, 0.047, 0.072]}

***

(4)
{"formula": "C10H16ClNO3", "method": "the ωB97M-V functional and the def2-TZVPD basis", "e_above_lowest_kcal_mol": 118.1, "spin_multiplicity": 1, "orbital_gap_ev": 10.3, "e_lumo_ha": 0.0058, "charge": 0, "symbols": ["C", "C", "C", "C", "C", "C", "C", "C", "C", "C", "N", "O", "O", "O", "Cl", "H", "H", "H", "H", "H", "H", "H", "H", "H", "H", "H", "H", "H", "H", "H", "H"], "xyz": [[-1.752, -0.872, 0.481], [-0.440, -1.578, 0.754], [-0.909, 1.311, 1.559], [-1.365, 0.584, 0.279], [0.554, -0.389, 0.707], [0.006, 0.413, -0.533], [0.183, 0.425, 1.938], [2.001, -0.889, 0.593], [0.634, 1.799, -0.876], [-0.097, -0.431, -1.769], [1.622, 2.528, 3.013], [2.606, 3.228, 3.144], [0.574, 2.630, 3.669], [1.687, 1.541, 2.139], [0.212, -0.284, 3.470], [-2.379, -1.366, -0.258], [-2.504, -0.974, 1.331], [-0.546, -2.155, 1.713], [-0.155, -2.291, -0.023], [-0.657, 2.250, 1.188], [-1.674, 1.349, 2.388], [-2.093, 1.117, -0.384], [2.483, 0.121, 0.494], [1.909, -1.464, -0.325], [2.269, -1.251, 1.594], [0.419, 2.673, -0.202], [0.606, 2.001, -1.940], [1.731, 1.646, -0.757], [0.955, -0.704, -1.989], [-0.477, 0.114, -2.614], [-0.594, -1.261, -1.578]], "lowdin_charge": [-0.162, -0.145, -0.125, -0.216, -0.453, -0.394, -0.580, 0.012, -0.001, -0.015, -0.486, 0.084, 0.006, -0.059, 0.885, 0.115, 0.137, 0.119, 0.118, 0.089, 0.152, 0.166, 0.088, 0.084, 0.094, 0.097, 0.075, 0.087, 0.112, 0.098, 0.018]}

***

(5)
{"formula": "C10H16ClO9P", "method": "the ωB97M-V functional and the def2-TZVPD basis", "spin_multiplicity": 1, "smiles": "C[C@@H]1COC(=O)O1.C[C@@H]1COC(=O)O1.O=COCP(O)Cl", "orbital_gap_ev": 9.5, "e_lumo_ha": 0.0081, "charge": 0, "symbols": ["O", "C", "O", "C", "P", "O", "Cl", "H", "H", "H", "H", "C", "C", "C", "O", "C", "O", "O", "H", "H", "H", "H", "H", "H", "C", "C", "C", "O", "C", "O", "O", "H", "H", "H", "H", "H", "H"], "xyz": [[0.806, -0.129, 2.473], [0.329, 0.813, 1.987], [-0.773, 1.431, 2.584], [-0.480, 2.658, 3.280], [1.377, 3.021, 3.300], [1.618, 4.607, 2.857], [1.947, 2.926, 5.320], [0.715, 1.180, 1.017], [-0.971, 3.499, 2.747], [-0.832, 2.647, 4.325], [0.981, 4.880, 2.177], [2.329, -0.334, -3.966], [2.051, 0.900, -3.142], [1.089, 0.673, -2.008], [0.513, 1.972, -1.834], [0.571, 2.592, -3.048], [0.006, 3.602, -3.311], [1.361, 1.897, -3.910], [1.415, -0.704, -4.435], [3.025, -0.102, -4.773], [2.758, -1.127, -3.352], [2.990, 1.336, -2.789], [1.587, 0.345, -1.096], [0.289, -0.031, -2.253], [-2.473, -1.740, 1.599], [-2.414, -2.879, 0.611], [-1.456, -3.974, 0.995], [-1.096, -4.517, -0.280], [-1.223, -3.511, -1.188], [-0.816, -3.556, -2.303], [-1.873, -2.447, -0.645], [-1.502, -1.253, 1.683], [-3.178, -0.979, 1.258], [-2.785, -2.085, 2.585], [-3.418, -3.274, 0.428], [-1.915, -4.733, 1.625], [-0.549, -3.604, 1.481]], "lowdin_charge": [0.112, -0.443, -0.119, -0.346, 0.594, -0.350, 0.187, 0.129, 0.094, 0.086, 0.056, -0.018, -0.336, -0.108, 0.047, -0.552, 0.168, 0.089, 0.095, 0.087, 0.093, 0.160, 0.131, 0.144, -0.012, -0.335, -0.097, 0.064, -0.556, 0.160, 0.080, 0.064, 0.092, 0.098, 0.160, 0.140, 0.142]}

***

(6)
{"formula": "C10H16F6N5O8PbS3", "method": "the ωB97M-V functional and the def2-TZVPD basis", "e_above_lowest_kcal_mol": 21.9, "spin_multiplicity": 1, "orbital_gap_ev": 9.5, "e_lumo_ha": -0.1292, "charge": 1, "symbols": ["Pb", "F", "C", "F", "F", "S", "O", "O", "N", "S", "O", "O", "C", "F", "F", "F", "C", "C", "S", "O", "O", "C", "C", "N", "C", "N", "C", "C", "N", "O", "O", "C", "H", "H", "H", "H", "H", "H", "H", "H", "H", "H", "H", "H", "H", "N", "H", "H", "H"], "xyz": [[-2.492, -0.593, 1.820], [-7.213, -2.164, -0.870], [-6.479, -1.397, -0.096], [-6.172, -2.062, 1.018], [-7.179, -0.322, 0.255], [-4.861, -0.882, -0.904], [-4.190, -0.203, 0.227], [-5.134, -0.018, -1.987], [-4.209, -2.276, -1.197], [-2.640, -2.351, -1.275], [-2.041, -2.013, 0.034], [-2.016, -1.714, -2.374], [-2.412, -4.210, -1.354], [-2.921, -4.720, -0.240], [-1.126, -4.518, -1.410], [-3.031, -4.729, -2.395], [4.408, 0.804, -3.491], [3.798, 1.716, -2.448], [3.973, 0.935, -0.819], [5.343, 0.681, -0.507], [3.039, -0.155, -0.688], [3.393, 2.224, 0.377], [3.132, 1.527, 1.704], [1.965, 0.661, 1.678], [0.680, 1.046, 1.569], [-0.137, -0.010, 1.552], [0.654, -1.115, 1.609], [1.959, -0.715, 1.699], [3.093, -1.586, 1.834], [4.135, -1.109, 2.210], [2.873, -2.745, 1.606], [0.235, 2.455, 1.509], [4.303, 1.244, -4.482], [3.911, -0.163, -3.475], [5.466, 0.655, -3.284], [2.730, 1.852, -2.599], [4.313, 2.672, -2.392], [2.525, 2.725, -0.034], [4.213, 2.927, 0.488], [3.017, 2.253, 2.516], [4.006, 0.902, 1.919], [0.253, -2.107, 1.564], [0.982, 3.115, 1.940], [-0.693, 2.564, 2.059], [0.058, 2.765, 0.480], [-3.244, 1.797, 1.717], [-2.886, 2.252, 0.883], [-3.138, 2.422, 2.511], [-4.241, 1.681, 1.546]], "lowdin_charge": [1.535, 0.187, -0.670, 0.138, 0.161, 0.637, -0.532, -0.210, -0.274, 0.640, -0.521, -0.216, -0.679, 0.155, 0.174, 0.183, -0.111, -0.285, 0.669, -0.277, -0.294, -0.176, -0.130, 0.056, -0.304, -0.048, -0.051, -0.137, -0.340, 0.112, 0.141, 0.021, 0.087, 0.084, 0.084, 0.101, 0.106, 0.089, 0.115, 0.143, 0.116, 0.120, 0.090, 0.066, 0.102, -0.032, 0.061, 0.066, 0.048]}

***

(7)
{"formula": "C10H16N2O2S", "method": "the ωB97M-V functional and the def2-TZVPD basis", "e_above_lowest_kcal_mol": 165.7, "spin_multiplicity": 1, "orbital_gap_ev": 5.1, "e_lumo_ha": -0.0675, "charge": 0, "symbols": ["C", "C", "C", "C", "C", "C", "C", "C", "C", "C", "N", "N", "O", "O", "S", "H", "H", "H", "H", "H", "H", "H", "H", "H", "H", "H", "H", "H", "H", "H", "H"], "xyz": [[-4.540, 1.049, -0.368], [-4.403, 0.393, 0.869], [-3.560, 1.590, -1.149], [-3.073, 0.299, 1.389], [-2.239, 1.488, -0.620], [-1.986, 0.788, 0.584], [0.432, -1.927, -0.736], [1.712, -1.852, -0.003], [2.500, -0.560, 0.012], [1.885, 0.410, 1.018], [-0.670, 0.726, 1.035], [3.373, 2.899, 0.834], [0.753, 1.462, -1.084], [3.243, 2.678, -0.398], [0.574, 1.566, 0.512], [-5.546, 1.058, -0.585], [-5.233, -0.022, 1.423], [-3.700, 2.078, -2.132], [-3.088, -0.029, 2.399], [-1.439, 1.905, -1.167], [0.486, -1.317, -1.625], [0.202, -2.920, -0.933], [-0.360, -1.564, -0.091], [1.691, -2.095, 1.043], [2.512, -2.474, -0.331], [2.394, -0.177, -1.078], [3.569, -0.712, 0.372], [1.376, -0.076, 1.910], [2.619, 0.934, 1.461], [4.352, 3.263, 1.005], [1.616, 1.781, -1.385]], "lowdin_charge": [-0.152, -0.078, -0.078, -0.021, -0.053, -0.344, -0.078, -0.301, -0.234, -0.349, -0.269, 0.086, -0.353, -0.076, 0.995, 0.061, 0.094, 0.110, 0.081, 0.057, 0.080, 0.054, 0.068, 0.103, 0.093, 0.127, 0.136, 0.115, -0.010, 0.094, 0.041]}

***

(8)
{"formula": "C10H16N2O3", "method": "the ωB97M-V functional and the def2-TZVPD basis", "e_above_lowest_kcal_mol": 26.1, "spin_multiplicity": 1, "smiles": "C=C(C)[C@@H]1CCNC1.COC(=O)N=C=O", "orbital_gap_ev": 9.6, "e_lumo_ha": 0.0229, "charge": 0, "symbols": ["C", "C", "C", "C", "C", "C", "C", "C", "C", "C", "N", "N", "O", "O", "O", "H", "H", "H", "H", "H", "H", "H", "H", "H", "H", "H", "H", "H", "H", "H", "H"], "xyz": [[3.435, -1.234, 1.518], [1.202, -1.970, 2.250], [-1.698, -0.049, -0.938], [-2.181, 0.405, -2.327], [-0.810, 2.104, -1.646], [1.252, -0.548, -1.258], [-0.616, 0.982, -0.572], [0.811, 0.507, -0.592], [1.747, 1.399, 0.169], [-1.047, -1.780, 2.827], [2.300, -1.212, 1.895], [-2.072, 1.856, -2.318], [4.517, -1.069, 1.168], [1.211, -3.160, 2.374], [0.170, -1.158, 2.431], [-2.525, 0.010, -0.226], [-1.328, -1.071, -0.936], [-1.506, 0.025, -3.099], [-3.200, 0.091, -2.557], [-0.788, 3.107, -1.219], [-0.014, 2.028, -2.394], [2.301, -0.805, -1.258], [0.615, -1.196, -1.830], [-0.815, 1.393, 0.422], [1.648, 2.427, -0.179], [2.777, 1.083, 0.044], [1.503, 1.378, 1.231], [-1.011, -2.026, 3.892], [-1.212, -2.696, 2.256], [-1.834, -1.057, 2.633], [-2.831, 2.235, -1.759]], "lowdin_charge": [-0.289, -0.565, -0.143, -0.216, -0.181, 0.053, -0.269, -0.358, -0.056, -0.033, 0.255, -0.068, 0.206, 0.142, -0.021, 0.105, 0.097, 0.114, 0.112, 0.116, 0.121, 0.061, 0.057, 0.134, 0.084, 0.070, 0.080, 0.101, 0.098, 0.091, 0.104]}